Entry 1:
Computed, not measured: an isolated molecule of C3H3N3O, with wB97M-V/def2-TZVPD.

HOMO energy: -9.110 eV
Multiplicity: 1
Relative energy (zero: lowest compared OMol25 entry of this formula, charge and spin): 494.6 kJ/mol
Lowest unoccupied orbital energy: -0.35 eV

Last column: Löwdin charge in e.
CARTESIAN COORDINATES (ANGSTROEM)
C (1.8158, -0.3173, 0.2785)  -0.23
N (-1.6698, 1.0642, 0.5234)  0.17
N (0.3552, -0.3329, 0.2788)  -0.21
C (-1.8228, 0.1347, -0.3118)  -0.13
H (2.1355, -1.1583, 0.9122)  0.12
H (-0.0900, 1.4350, -1.0279)  0.13
N (-0.1985, -1.3275, 0.7294)  0.16
H (-2.4902, -0.6330, -0.6620)  0.12
C (-0.5195, 0.7066, -0.3479)  -0.25
O (2.4844, 0.4286, -0.3727)  0.11

Entry 2:
Computed, not measured: an isolated molecule of C3H3N3O in a non-equilibrium geometry, with wB97M-V/def2-TZVPD.

HOMO energy: -9.970 eV
Multiplicity: 1
Relative energy (zero: lowest compared OMol25 entry of this formula, charge and spin): 451.3 kJ/mol
Lowest unoccupied orbital energy: 0.31 eV

Last column: Löwdin charge in e.
CARTESIAN COORDINATES (ANGSTROEM)
C (-0.2846, -0.4729, 0.6319)  -0.26
H (-0.4992, -1.5302, 0.4997)  0.16
H (-0.2065, 0.4524, -2.3898)  0.14
N (0.0690, 0.0468, 1.9350)  0.13
N (-0.4960, 0.4938, -0.3175)  0.02
H (2.0396, 0.8525, 1.7723)  0.12
O (-1.8394, -0.6317, -1.7971)  0.08
C (-0.8674, 0.0503, -1.6080)  -0.28
N (0.9728, 0.2392, -0.0645)  0.09
C (1.1118, 0.4998, 1.3379)  -0.18

Entry 3:
Computed, not measured: a structure of composition C3H3N3O, with wB97M-V/def2-TZVPD.

HOMO energy: -9.186 eV
Multiplicity: 1
Relative energy (zero: lowest compared OMol25 entry of this formula, charge and spin): 228.4 kJ/mol
Lowest unoccupied orbital energy: -0.87 eV

Last column: Löwdin charge in e.
CARTESIAN COORDINATES (ANGSTROEM)
C (0.9605, -1.1101, 0.1184)  -0.36
N (0.9336, 1.8150, 0.1088)  0.16
C (-0.9958, 0.5330, -0.1202)  -0.11
C (-1.2233, -0.8116, -0.1578)  -0.10
N (0.3515, 0.7224, 0.0567)  -0.12
H (1.9340, 1.6071, 0.2639)  0.08
O (2.1287, -1.1654, 0.2592)  0.14
H (-2.2087, -1.2499, -0.2821)  0.12
H (-1.7021, 1.3464, -0.2155)  0.11
N (-0.1783, -1.6869, -0.0313)  0.10

What did the third record say?
Computed, not measured: a structure of composition C3H3N3O, with wB97M-V/def2-TZVPD.

HOMO energy: -9.186 eV
Multiplicity: 1
Relative energy (zero: lowest compared OMol25 entry of this formula, charge and spin): 228.4 kJ/mol
Lowest unoccupied orbital energy: -0.87 eV

Last column: Löwdin charge in e.
CARTESIAN COORDINATES (ANGSTROEM)
C (0.9605, -1.1101, 0.1184)  -0.36
N (0.9336, 1.8150, 0.1088)  0.16
C (-0.9958, 0.5330, -0.1202)  -0.11
C (-1.2233, -0.8116, -0.1578)  -0.10
N (0.3515, 0.7224, 0.0567)  -0.12
H (1.9340, 1.6071, 0.2639)  0.08
O (2.1287, -1.1654, 0.2592)  0.14
H (-2.2087, -1.2499, -0.2821)  0.12
H (-1.7021, 1.3464, -0.2155)  0.11
N (-0.1783, -1.6869, -0.0313)  0.10

Copy entry 2 word for word.
Computed, not measured: an isolated molecule of C3H3N3O in a non-equilibrium geometry, with wB97M-V/def2-TZVPD.

HOMO energy: -9.970 eV
Multiplicity: 1
Relative energy (zero: lowest compared OMol25 entry of this formula, charge and spin): 451.3 kJ/mol
Lowest unoccupied orbital energy: 0.31 eV

Last column: Löwdin charge in e.
CARTESIAN COORDINATES (ANGSTROEM)
C (-0.2846, -0.4729, 0.6319)  -0.26
H (-0.4992, -1.5302, 0.4997)  0.16
H (-0.2065, 0.4524, -2.3898)  0.14
N (0.0690, 0.0468, 1.9350)  0.13
N (-0.4960, 0.4938, -0.3175)  0.02
H (2.0396, 0.8525, 1.7723)  0.12
O (-1.8394, -0.6317, -1.7971)  0.08
C (-0.8674, 0.0503, -1.6080)  -0.28
N (0.9728, 0.2392, -0.0645)  0.09
C (1.1118, 0.4998, 1.3379)  -0.18